C13H26Cl2EuNOP2 | the ωB97M-V functional and the def2-TZVPD basis

## Properties
Kohn-Sham gap (alpha / beta): 5.22 / 7.40 eV
net charge: +2
HOMO (alpha / beta): -14.783 / -14.783 eV
2S+1: 7
E_LUMO (alpha / beta): -0.35157 / -0.27134 Ha
E_tot: -80378.5916 eV
maximum force: 3.0 eV/Å

Cartesian coordinates (Å):
C1 1.381 -0.040 -5.500
C2 1.076 0.050 -4.054
H1 2.470 -0.017 -5.638
H2 0.907 0.817 -6.007
H3 0.959 -0.980 -5.894
O1 1.847 0.052 -3.094
Cl1 -0.748 0.180 -3.769
Eu1 0.186 -0.109 -1.185
P1 0.008 2.806 -0.356
C3 1.043 4.060 0.502
C4 0.162 3.399 -2.087
H4 -0.052 4.475 -2.111
H5 -1.763 4.500 -0.221
H6 -0.535 2.863 -2.745
H7 -2.411 2.832 -0.467
H8 2.090 3.918 0.201
H9 1.185 3.221 -2.447
C5 -1.667 3.442 0.060
H10 0.723 5.083 0.254
H11 -1.837 3.328 1.139
H12 0.970 3.904 1.588
P2 0.305 -2.887 0.039
C6 1.436 -3.929 1.037
C7 -1.301 -3.627 0.546
H13 -0.192 -3.222 -2.338
H14 0.303 -4.746 -1.526
H15 1.534 -3.517 -1.972
C8 0.506 -3.670 -1.614
H16 -2.099 -3.153 -0.038
H17 -1.286 -4.714 0.390
H18 1.195 -4.996 0.925
H19 1.348 -3.642 2.093
H20 -1.481 -3.404 1.605
H21 2.469 -3.747 0.712
Cl2 -2.334 -0.412 -0.701
C9 -0.895 0.227 5.039
C10 -0.763 1.389 4.279
C11 -0.396 1.271 2.928
N1 -0.160 0.097 2.349
C12 -0.287 -1.013 3.066
C13 -0.650 -1.005 4.425
H22 -1.185 0.276 6.092
H23 -0.937 2.382 4.689
H24 -0.293 2.158 2.302
H25 -0.096 -1.954 2.553
H26 -0.732 -1.949 4.950

Atomic partial charges in e from the Löwdin method, atoms 1 to 2: atom 1 (C): -0.026, atom 2 (C): -0.696